Entry P
H16O8 | ωB97M-V with the def2-TZVPD basis set

Computed properties:
LUMO energy   -0.006 eV
Kohn-Sham gap   11.18 eV
HOMO energy   -11.2 eV
Charge   0

CARTESIAN COORDINATES (ANGSTROEM)
O1 -1.87 5.55 -0.84
H1 0.57 14.50 1.65
H2 2.92 14.60 -1.73
H3 -0.51 11.61 -2.51
O2 -3.78 12.91 0.92
H4 0.10 15.73 2.39
H5 -3.36 15.90 -4.17
H6 -4.46 13.57 0.89
H7 2.90 7.48 -0.75
O3 2.27 7.75 -1.42
H8 -4.53 10.45 -6.63
H9 -2.59 5.84 -1.41
O4 -3.62 10.20 -6.49
H10 -2.98 13.39 1.10
O5 2.28 14.13 -2.26
H11 -1.08 5.89 -1.25
O6 -0.10 14.81 2.26
H12 1.96 8.61 -1.13
H13 -1.52 10.58 -2.05
H14 -3.44 10.49 -5.59
O7 -1.16 10.99 -2.84
H15 -3.57 14.98 -2.99
O8 -3.87 15.14 -3.88
H16 2.72 14.01 -3.11

***

Entry Q
H16O8 | ωB97M-V with the def2-TZVPD basis set

Computed properties:
LUMO energy   -0.618 eV
Kohn-Sham gap   9.94 eV
HOMO energy   -10.6 eV
Charge   0

CARTESIAN COORDINATES (ANGSTROEM)
H1 -0.41 0.53 1.32
H2 -2.55 -3.41 0.53
H3 2.63 0.15 1.66
H4 0.43 1.20 -0.41
H5 -1.30 2.27 -1.99
O1 -0.91 4.12 0.71
H6 0.65 -4.00 0.68
O2 -0.95 0.81 2.06
O3 1.41 -3.44 0.53
O4 0.25 -1.84 -1.85
H7 -0.01 -1.11 -2.41
H8 -0.08 2.98 -2.54
H9 -0.95 3.40 0.08
H10 -1.83 4.32 0.91
O5 3.30 0.61 2.17
O6 -0.42 2.56 -1.75
H11 1.12 -2.82 -0.15
H12 0.20 -2.61 -2.41
H13 -1.85 0.75 1.73
O7 0.67 0.44 0.13
O8 -1.77 -3.34 -0.02
H14 0.27 -0.31 -0.33
H15 -1.68 -2.40 -0.18
H16 3.77 1.14 1.53

***

Entry R
H16O8 | ωB97M-V with the def2-TZVPD basis set

Computed properties:
LUMO energy   -0.340 eV
Kohn-Sham gap   8.18 eV
HOMO energy   -8.5 eV
Charge   0

CARTESIAN COORDINATES (ANGSTROEM)
O1 0.85 0.35 -1.62
H1 0.00 0.34 -2.07
H2 0.96 -1.43 1.59
H3 -2.71 -2.02 -0.62
H4 4.09 0.14 -1.73
H5 -0.95 0.80 -0.38
O2 3.11 -0.20 1.69
O3 0.45 -2.04 1.05
H6 -4.21 1.00 1.17
H7 -1.96 -3.11 -1.38
H8 -0.48 -0.42 0.40
H9 0.40 3.18 0.82
H10 2.29 -0.43 1.25
H11 3.08 -0.18 -0.64
O4 -1.84 -2.24 -0.98
H12 -5.61 1.40 0.73
O5 0.58 3.41 -0.10
H13 0.96 -0.56 -1.32
O6 4.02 -0.25 -0.85
O7 -0.54 -0.07 -0.50
H14 0.01 2.83 -0.60
H15 2.88 0.53 2.28
O8 -4.90 0.79 0.52
H16 -0.47 -1.82 1.26

***

Of them, entry R has the lowest stability.

***

Entry P
C3H3N3S | ωB97M-V with the def2-TZVPD basis set

Computed properties:
LUMO energy   -0.861 eV
Kohn-Sham gap   8.35 eV
HOMO energy   -9.2 eV
Charge   0

CARTESIAN COORDINATES (ANGSTROEM)
N1 -0.09 -0.25 0.00
N2 1.22 1.68 0.00
N3 3.19 -1.19 0.00
C1 -1.30 0.39 0.00
H1 -1.19 1.47 0.00
C2 1.13 0.43 -0.01
H2 -0.10 -1.26 0.00
S1 -2.74 -0.37 0.00
H3 2.19 1.98 0.02
C3 2.27 -0.48 0.00

***

Entry Q
C3H3N3S | ωB97M-V with the def2-TZVPD basis set

Computed properties:
LUMO energy   -1.401 eV
Kohn-Sham gap   8.57 eV
HOMO energy   -10.0 eV
Charge   0

CARTESIAN COORDINATES (ANGSTROEM)
C1 -1.07 0.22 0.07
N1 0.61 -1.48 0.16
N2 2.44 -0.23 -0.30
N3 1.88 -1.51 -0.06
S1 -2.51 -0.73 -0.18
C2 0.20 -0.16 0.12
C3 1.42 0.58 -0.02
H1 1.65 1.68 -0.13
H2 -1.31 1.27 0.03
H3 -3.30 0.36 0.32

***

Of them, entry Q has the lowest stability.

***

Entry P
C3H3N3S | ωB97M-V with the def2-TZVPD basis set

Computed properties:
LUMO energy   -0.613 eV
Kohn-Sham gap   7.68 eV
HOMO energy   -8.3 eV
Charge   0

CARTESIAN COORDINATES (ANGSTROEM)
C1 -0.78 -0.30 -0.20
N1 -0.47 0.89 -0.34
N2 -1.57 -2.41 0.81
H1 2.32 1.18 1.55
N3 2.36 0.27 1.29
C2 -1.11 -1.33 0.44
H2 -1.46 -3.15 0.21
C3 2.44 -0.35 0.25
S1 2.42 -1.37 -0.88
H3 -0.30 1.30 -1.23

***

Entry Q
C3H3N3S | ωB97M-V with the def2-TZVPD basis set

Computed properties:
LUMO energy   0.071 eV
Kohn-Sham gap   9.67 eV
HOMO energy   -9.6 eV
Charge   0

CARTESIAN COORDINATES (ANGSTROEM)
H1 -0.09 1.63 2.01
C1 1.13 -0.85 0.14
H2 -1.00 -0.89 -2.16
N1 -1.38 0.50 -0.77
C2 -0.12 1.22 1.02
S1 1.48 0.90 0.25
N2 0.14 -1.37 -0.47
H3 1.83 -1.51 0.65
C3 -0.75 -0.55 -1.17
N3 -1.25 0.94 0.51

***

Of them, entry P has the lowest stability.

***

Entry P
C3H3N3S | ωB97M-V with the def2-TZVPD basis set

Computed properties:
LUMO energy   -1.492 eV
Kohn-Sham gap   7.78 eV
HOMO energy   -9.3 eV
Charge   0

CARTESIAN COORDINATES (ANGSTROEM)
C1 -1.01 -0.79 -0.63
C2 0.16 -0.30 -1.10
N1 -0.08 0.89 2.10
H1 0.90 1.03 2.54
H2 1.65 0.90 -0.24
N2 0.88 0.14 -0.07
C3 -0.13 0.29 1.00
N3 -1.35 -0.43 0.52
S1 0.63 -0.41 -2.68
H3 -1.64 -1.32 -1.43

***

Entry Q
C3H3N3S | ωB97M-V with the def2-TZVPD basis set

Computed properties:
LUMO energy   -1.815 eV
Kohn-Sham gap   7.45 eV
HOMO energy   -9.3 eV
Charge   0

CARTESIAN COORDINATES (ANGSTROEM)
N1 3.58 -0.15 0.56
H1 1.78 1.78 -0.22
S1 -2.51 0.35 0.15
C1 -1.51 -0.90 0.00
N2 0.71 1.46 -0.13
N3 -0.05 -0.87 -0.14
C2 0.88 0.15 -0.37
H2 -1.89 -2.01 0.29
H3 0.48 -1.80 -0.49
C3 2.32 -0.35 -0.30

***

Entry R
C3H3N3S | ωB97M-V with the def2-TZVPD basis set

Computed properties:
LUMO energy   -0.913 eV
Kohn-Sham gap   7.00 eV
HOMO energy   -7.9 eV
Charge   0

CARTESIAN COORDINATES (ANGSTROEM)
C1 0.28 0.99 -0.09
N1 -2.10 0.69 0.18
H1 2.31 0.56 -0.12
C2 0.90 -1.15 0.01
S1 -3.27 -0.33 -0.06
N2 1.29 0.20 -0.01
H2 1.52 -1.99 0.18
N3 -0.44 -1.20 0.00
C3 -0.80 0.19 0.01
H3 0.31 2.03 -0.09

***

Of them, entry Q has the lowest stability.